No. 1
The ion C5H8NO with charge +1 at a distorted geometry, computed with ωB97M-V/def2-TZVPD.

Element x y z (Å)
H 0.971 1.501 -0.408
C -2.261 -0.163 0.439
C 1.430 -0.628 0.710
O 0.024 1.154 -0.526
H -4.210 -0.048 -0.243
H -0.877 -1.164 1.610
C 0.225 -0.200 -0.061
H 0.402 -0.926 -0.851
C 2.670 -0.025 0.328
H 3.260 0.235 1.226
H -3.599 1.334 0.717
H 3.470 -0.679 -0.199
H 2.578 0.855 -0.246
C -3.364 0.450 0.182
N -1.050 -0.529 0.717

Summary:
* 2S+1: 3
* ΔE to the lowest compared entry with this formula, charge and spin: 47.9 kcal/mol
* <S²>: 2.006
* total charge: +1


No. 2
A cluster of 6 separate species, C20H57N3O7P2 in total at a distorted geometry, computed with ωB97M-V/def2-TZVPD.

Element x y z (Å)
C 6.912 -0.801 -3.118
H -7.181 -1.223 4.385
C -6.212 -0.864 4.734
C 5.155 2.330 -1.724
H -3.721 -0.409 1.311
O 6.211 5.067 -0.182
C 6.190 7.262 -1.176
H 3.742 3.950 -3.471
O -0.039 -2.588 -3.654
H -5.953 1.924 2.698
O 3.169 0.989 -1.979
C -4.101 -1.878 -0.280
H 6.292 -0.437 -2.299
H 5.346 6.985 -1.810
H -2.463 -1.383 -1.681
H 7.394 5.578 -1.754
H 8.052 -0.575 -5.637
H 5.775 7.712 -0.269
N -2.598 -3.553 -1.453
H 6.261 -1.225 -3.885
O 0.494 -0.788 -1.604
H -10.707 -2.216 3.066
H 5.742 1.443 -1.484
C 8.202 6.403 0.058
H -4.426 0.970 5.005
N 0.076 -2.888 1.724
H 5.808 3.062 -2.200
H 0.483 -2.405 3.790
H 7.536 -1.602 -2.711
P 0.396 -2.406 -2.033
H -7.412 0.974 3.041
H 8.856 7.131 -0.426
C -5.564 0.055 3.711
O -8.315 -2.957 3.966
H -1.978 -3.243 1.447
H 0.164 -3.856 2.020
C -6.434 1.270 3.428
C -3.191 -2.204 -1.520
H 1.274 -0.461 -2.097
H -6.354 -0.345 5.688
C -0.192 -2.118 2.970
H 6.785 8.016 -1.696
H 9.154 0.164 -2.319
H -5.573 -1.726 4.933
C -1.143 -2.731 0.908
H -8.635 -3.470 4.715
H -5.390 -0.494 2.785
H -5.165 -2.091 -0.481
H 7.125 1.129 -4.040
H 9.265 0.645 -5.206
H -8.581 -2.860 1.952
C 3.147 3.191 -2.959
H 5.879 5.458 0.632
H -1.398 -1.655 0.847
C -8.593 -4.914 2.586
H 1.828 -3.805 -1.244
H -3.882 -2.186 -2.393
H 7.853 6.825 1.005
C 8.650 -0.170 -4.819
H -1.238 -2.268 3.335
H -2.535 -3.992 -2.365
C -10.461 -3.268 2.911
H -6.584 1.860 4.337
O 8.583 0.866 -2.644
C 3.986 1.967 -2.624
H 9.335 -0.948 -4.469
C 7.026 6.038 -0.835
H -7.511 -5.033 2.508
P -0.977 -3.570 -0.766
H -9.053 -5.313 1.680
H -4.791 0.243 0.027
C 7.768 0.322 -3.681
H 2.728 3.633 -2.050
H -0.397 -1.736 -3.939
H 4.804 2.743 -0.775
H 2.306 2.916 -3.598
C -3.913 -0.395 0.222
H 4.358 1.514 -3.546
O -4.287 0.484 4.188
H -3.823 -2.521 0.578
C -8.956 -3.451 2.790
H -8.920 -5.517 3.438
H -3.007 0.032 -0.251
H 2.835 1.376 -1.164
H 8.788 5.515 0.301
H -10.976 -3.619 2.015
H -10.850 -3.817 3.774
N 1.861 -3.019 -1.890
H -0.112 -1.049 2.694

Summary:
* SMILES: CCCNP(CNC)P(=N)(O)O.CC(C)O.CC(C)O.CC(C)O.CC(C)O.CC(C)O
* total energy: -2169.8449 hartree


No. 3
A structure of composition C26H22BrN4O2PdS at a distorted geometry, computed with ωB97M-V/def2-TZVPD.

Element x y z (Å)
C -0.814 0.750 -2.438
H -3.315 0.978 -4.732
H 1.706 -0.812 2.793
C -4.490 -1.687 0.301
H -2.804 1.548 -2.405
C -2.306 -1.373 -0.238
H 3.345 -4.643 0.125
C -2.062 1.047 -3.015
C -0.133 -0.101 -4.635
C 3.348 -3.665 2.035
C 0.060 3.283 2.800
C 3.249 0.025 -1.177
H 3.229 2.150 -0.737
C 0.336 2.091 2.105
C -1.376 0.155 -5.157
Br 4.458 -4.965 2.834
C 2.996 -3.797 0.701
O -0.590 1.072 -1.177
H -2.823 2.425 4.305
C -0.562 0.998 2.207
S -0.776 -2.056 -0.639
H 3.168 -2.510 3.831
H -2.356 0.306 3.131
C 1.574 2.051 1.366
O -0.397 -0.191 1.652
H -3.677 1.581 0.270
H 2.304 0.047 -3.582
H 3.893 0.258 -2.026
C -1.695 1.157 3.023
H 3.624 -0.868 -0.681
H 0.644 -0.519 -5.265
H 0.762 4.103 2.716
N -2.471 -0.035 -0.164
N 1.874 -0.213 -1.620
C 2.182 -2.839 0.110
C -1.940 2.341 3.684
H -1.657 0.566 -0.475
H -5.660 0.081 0.777
C -4.704 -0.316 0.474
C -3.642 0.502 0.209
C 0.159 0.154 -3.284
H 2.253 2.891 1.524
H -1.599 -0.066 -6.190
N -3.322 -2.207 -0.032
H 1.907 -2.950 -0.932
H -1.266 4.350 4.092
Pd 0.652 -0.327 -0.016
H 4.053 1.160 0.484
C 2.078 -1.635 2.201
C 1.511 -0.037 -2.836
C -2.339 0.740 -4.330
C 2.894 -2.596 2.788
C 3.201 1.202 -0.196
C 1.741 -1.768 0.868
C -1.067 3.425 3.571
H -5.299 -2.394 0.444
N 1.939 1.133 0.558

Summary:
* ΔE to the lowest compared entry with this formula, charge and spin: 30.9 kcal/mol
* total charge: +1


No. 4
The molecule C7H15NO2S at a distorted geometry, computed with ωB97M-V/def2-TZVPD.

Element x y z (Å)
H -0.712 -2.240 -1.246
H -2.605 0.180 1.468
S 3.515 0.149 -0.347
C 0.906 -0.147 -0.871
H -1.136 -1.410 1.596
H -2.219 -1.578 -0.625
H 3.715 -1.376 1.247
H 1.689 1.384 0.307
H 0.771 0.431 -1.796
C -0.465 -0.363 -0.195
O 4.207 1.037 0.558
H 1.310 -1.125 -1.148
C -1.242 0.934 -0.023
C -0.803 2.128 -0.392
C -0.216 -1.020 1.171
O 3.611 -1.392 0.292
N 1.880 0.436 0.019
C -1.269 -1.320 -1.086
C -2.612 0.813 0.585
H -1.409 3.006 -0.242
H 0.147 2.306 -0.863
H -1.466 -0.861 -2.053
H -3.308 0.384 -0.135
H 0.216 -0.302 1.862
H -2.987 1.794 0.866
H 0.481 -1.846 1.053

Summary:
* ΔE to the lowest compared entry with this formula, charge and spin: 7.7 kcal/mol